Entry 1:
Density functional theory data (ωB97M-V/def2-TZVPD) for one molecule with the formula C23H25N5O2.

* charge: 0
* E: -1315.67722 Ha
* lowest unoccupied orbital energy: 0.47 eV
* energy above the lowest of the compared OMol25 structures with the same formula, charge and spin: 79.41 kcal/mol
* SMILES string: C[C@@H](c1ccon1)N(C)Cc1c(C(=O)N(C)Cc2ccccc2)nc2ccccn12

Last column: Löwdin charge in e.
Positions of all 55 atoms, in Å:
C1 -1.6116 1.5948 -2.2702  -0.0160
C2 -0.4231 2.5507 -2.3028  -0.3051
C3 -0.5397 3.5698 -1.2056  -0.2680
C4 -0.9143 3.3855 0.1538  0.0099
C5 -0.8108 4.6359 0.6793  -0.0927
O1 -0.4142 5.4982 -0.2640  -0.0318
N1 -0.2472 4.8264 -1.4269  0.1091
N2 0.8575 1.8384 -2.2869  -0.1885
C6 1.9761 2.7488 -2.4434  -0.0894
C7 1.0459 0.9248 -1.1620  -0.1016
C8 0.4303 -0.4129 -1.4096  -0.1314
C9 -0.3023 -1.2555 -0.5820  -0.1264
C10 -0.8204 -0.8783 0.7506  -0.3753
O2 -1.0282 0.3102 0.9956  0.0118
N3 -1.0693 -1.8313 1.6679  -0.0756
C11 -0.7951 -3.2393 1.5347  -0.0303
C12 -1.5537 -1.4263 2.9772  -0.1049
C13 -0.4768 -1.5515 4.0231  -0.2153
C14 -0.6064 -2.4262 5.0922  -0.0469
C15 0.4033 -2.5381 6.0331  -0.0865
C16 1.5554 -1.7818 5.9080  -0.0947
C17 1.6938 -0.9095 4.8406  -0.0797
C18 0.6831 -0.7945 3.9044  -0.0292
N4 -0.5634 -2.4319 -1.2089  0.1428
C19 -0.0130 -2.3429 -2.4022  -0.2604
C20 0.0141 -3.2706 -3.4549  0.0045
C21 0.6618 -2.9387 -4.6093  -0.0771
C22 1.2858 -1.6773 -4.7383  -0.0625
C23 1.2569 -0.7824 -3.7154  -0.0249
N5 0.6234 -1.1122 -2.5630  0.0670
H1 -1.6862 1.0961 -1.3087  0.0633
H2 -1.5133 0.8488 -3.0551  0.0858
H3 -2.5275 2.1570 -2.4384  0.0917
H4 -0.4349 3.1013 -3.2523  0.1458
H5 -1.2048 2.4798 0.6418  0.0824
H6 -0.9817 5.0320 1.6603  0.1219
H7 2.1426 3.3932 -1.5701  0.0897
H8 1.7908 3.3899 -3.3034  0.0905
H9 2.8848 2.1732 -2.6259  0.0816
H10 2.1264 0.7780 -1.0377  0.1347
H11 0.6530 1.3185 -0.2180  0.1119
H12 -0.5362 -3.4706 0.5060  0.0608
H13 -1.6873 -3.8064 1.8092  0.0965
H14 0.0195 -3.5280 2.2055  0.0959
H15 -2.4169 -2.0459 3.2400  0.1270
H16 -1.8705 -0.3829 2.8911  0.1276
H17 -1.5038 -3.0205 5.1928  0.1096
H18 0.2907 -3.2194 6.8638  0.1010
H19 2.3437 -1.8705 6.6409  0.0997
H20 2.5907 -0.3157 4.7408  0.1020
H21 0.7832 -0.1115 3.0735  0.1123
H22 -0.4819 -4.2168 -3.3167  0.1146
H23 0.6975 -3.6314 -5.4353  0.1026
H24 1.7862 -1.4188 -5.6572  0.1033
H25 1.6879 0.2037 -3.7634  0.1169

Cartesian forces, eV/Å:
0.12 0.21 -0.08
-0.15 -0.01 -0.29
-0.01 0.41 0.32
0.04 0.63 0.26
-0.05 -0.73 -0.29
-0.09 0.27 0.63
0.14 -0.34 -1.04
-0.01 0.04 0.00
0.07 0.00 0.03
0.03 -0.01 -0.07
-0.14 0.18 1.01
0.46 0.30 -0.87
-0.15 0.03 0.15
0.09 0.30 -0.04
-0.18 0.01 0.12
0.27 -0.42 -0.11
-0.13 0.36 0.01
-0.07 -0.08 0.06
-0.04 0.09 -0.08
0.06 -0.04 0.12
0.03 -0.05 0.10
0.05 0.05 -0.04
-0.02 -0.01 0.00
-0.22 -0.29 -0.27
-0.04 0.23 0.34
0.19 -0.07 -0.54
-0.27 -0.27 0.30
0.08 0.31 0.20
0.50 0.07 -0.90
-0.44 -0.58 0.33
-0.08 -0.06 0.09
0.00 -0.09 -0.08
-0.09 0.04 0.00
-0.03 -0.04 0.16
-0.08 -0.23 0.14
-0.02 0.14 0.14
0.03 0.02 -0.02
0.05 0.07 -0.02
0.05 0.01 -0.01
-0.07 0.08 0.00
0.15 -0.09 -0.06
-0.04 -0.11 0.29
-0.01 -0.02 0.00
-0.04 -0.03 0.01
0.06 0.03 -0.02
-0.04 -0.24 0.06
-0.10 -0.06 -0.02
0.00 -0.06 0.06
0.06 -0.01 0.06
0.07 0.05 -0.01
0.01 0.09 -0.11
-0.05 -0.10 0.02
-0.02 -0.09 -0.05
0.06 0.11 -0.03
-0.01 0.00 0.03

***

Entry 2:
Density functional theory data (ωB97M-V/def2-TZVPD) for C23H25N7O2Ti as an isolated structure.

* charge: 0
* E: -2274.74317 Ha
* 2S+1: 3
* lowest unoccupied orbital energy (spin up / spin down): 0.09 / 0.05 eV
* <S²>: 2.005
* energy above the lowest of the compared OMol25 structures with the same formula, charge and spin: 16.42 kcal/mol

Last column: Mulliken spin population.
Positions of all 58 atoms, in Å:
Ti1 -0.8141 0.5838 0.2348  1.7443
O1 1.7841 3.1625 1.8085  0.0017
C1 1.5779 2.3992 0.8802  0.0106
N1 0.3947 2.2563 0.1766  0.0161
C2 -0.4487 3.4415 0.1386  -0.0966
C3 0.0693 4.7263 0.0595  -0.0003
C4 -0.7664 5.8317 -0.0350  0.0014
C5 -2.1419 5.6578 -0.0573  -0.0001
C6 -2.6844 4.3793 -0.0045  -0.0042
C7 -1.8462 3.2705 0.0871  0.1397
N2 -2.2823 1.9071 0.1359  0.1646
C8 -3.5637 1.4933 -0.0060  0.0666
O2 -4.5794 2.1374 -0.2119  0.0026
C9 -3.6593 -0.0187 0.1695  0.0140
C10 -4.8824 -0.6490 0.0681  -0.0139
C11 -4.9581 -2.0176 0.2385  0.0275
C12 -3.7883 -2.7067 0.5110  -0.0172
C13 -2.6031 -2.0060 0.6013  0.0558
N3 -2.5105 -0.6755 0.4402  -0.0475
C14 2.8041 1.5977 0.4268  -0.0074
C15 4.0465 2.2155 0.5641  0.0006
C16 5.1728 1.5432 0.1326  -0.0001
C17 5.0376 0.2663 -0.3982  0.0001
C18 3.7674 -0.2764 -0.4656  0.0012
N4 2.6689 0.3753 -0.0721  0.0056
H1 1.1410 4.8659 0.0861  0.0002
H2 -0.3369 6.8259 -0.0899  0.0000
H3 -2.8007 6.5157 -0.1225  0.0000
H4 -3.7506 4.2287 -0.0429  -0.0001
H5 -5.7423 -0.0275 -0.1451  -0.0005
H6 -5.9064 -2.5365 0.1666  0.0028
H7 -3.7804 -3.7787 0.6627  -0.0002
H8 -1.6810 -2.5256 0.8233  -0.0142
H9 4.0947 3.1987 1.0092  0.0001
H10 6.1490 2.0066 0.2117  0.0000
H11 5.8924 -0.2977 -0.7477  0.0000
H12 3.6223 -1.2792 -0.8642  -0.0001
C19 0.8045 -3.5181 1.4267  0.0031
N5 0.7652 -2.2007 0.7994  0.0009
C20 0.6117 -1.1229 1.7816  -0.0545
C21 0.5035 -2.0332 -0.5274  -0.0573
N6 -0.0270 -0.9306 -0.9662  -0.0211
N7 0.7767 -3.1164 -1.3283  -0.0024
C22 0.1778 -3.1566 -2.6518  -0.0002
C23 2.0881 -3.7570 -1.2367  -0.0012
H13 0.0627 -3.5503 2.2277  -0.0005
H14 1.7841 -3.7194 1.8630  -0.0008
H15 0.5630 -4.2968 0.7107  0.0005
H16 1.4760 -1.1162 2.4412  -0.0111
H17 -0.2939 -1.2593 2.3670  -0.0015
H18 0.6400 -0.1244 1.3514  0.0779
H19 0.0020 -0.8795 -1.9733  0.0139
H20 -0.8735 -2.8820 -2.6007  0.0010
H21 0.2475 -4.1748 -3.0340  0.0002
H22 0.6884 -2.4964 -3.3645  0.0001
H23 2.6130 -3.4307 -0.3435  0.0001
H24 2.6981 -3.4815 -2.1019  0.0001
H25 1.9961 -4.8441 -1.2105  -0.0004

Cartesian forces, eV/Å:
1.12 -0.23 -0.03
0.03 0.32 0.15
-0.46 0.01 -0.37
0.49 1.17 0.42
0.32 -0.60 0.07
0.03 0.13 0.02
-0.01 -0.09 -0.01
-0.01 -0.02 0.00
0.10 0.05 -0.05
-0.27 -0.53 -0.07
-0.88 1.07 -0.13
0.69 0.28 0.29
-0.28 -0.02 -0.10
0.38 0.26 0.07
-0.26 0.08 -0.09
-0.09 0.03 0.00
0.11 -0.22 0.04
0.09 0.23 0.05
-1.46 -0.74 0.21
-0.37 -0.05 -0.04
0.01 -0.02 0.02
0.07 0.04 0.00
-0.03 -0.03 0.01
-0.11 0.16 0.06
-0.01 -0.24 -0.14
0.00 0.01 0.02
-0.02 -0.06 0.01
0.02 -0.03 0.00
-0.03 -0.01 0.01
0.02 -0.04 0.00
0.05 0.02 0.00
-0.03 0.04 -0.02
0.03 -0.02 -0.02
0.00 -0.02 -0.02
-0.02 -0.02 -0.01
0.00 0.02 0.01
-0.03 0.09 0.04
-0.06 0.14 -0.06
-0.01 0.07 0.36
0.06 -0.45 -0.44
-0.12 0.14 0.16
0.28 -0.91 -0.37
0.21 -0.16 -0.12
0.14 0.02 -0.01
-0.04 0.05 -0.09
0.00 -0.02 0.05
0.03 -0.01 0.02
0.00 0.01 -0.02
0.03 -0.05 0.15
-0.16 -0.06 0.14
0.49 0.12 -0.12
0.04 0.09 -0.11
-0.02 0.02 0.03
0.01 0.01 0.04
-0.01 0.00 0.00
-0.03 0.01 -0.01
0.01 -0.01 -0.02
-0.03 0.00 -0.02

***

Entry 3:
Density functional theory data (ωB97M-V/def2-TZVPD) for C23H26Cl4GeO4PbSSi as an isolated structure.

* charge: +1
* E: -5991.01576 Ha
* 2S+1: 2
* lowest unoccupied orbital energy (spin up / spin down): -3.40 / -6.83 eV
* <S²>: 0.769
* energy above the lowest of the compared OMol25 structures with the same formula, charge and spin: 12.44 kcal/mol

Last column: Mulliken spin population.
Positions of all 61 atoms, in Å:
Pb1 0.1017 2.5792 -1.6717  -0.0006
C1 1.7588 -1.3875 8.5387  0.0000
C2 1.0601 -0.7955 7.3441  0.0000
O1 0.5909 -1.4317 6.4439  0.0000
S1 1.0713 1.0068 7.4018  0.0000
C3 0.6641 1.4134 5.7295  0.0000
C4 -0.4851 0.9249 5.1181  0.0000
C5 -0.7101 1.1748 3.7764  0.0001
C6 0.2072 1.9169 3.0364  -0.0001
C7 1.3154 2.4768 3.6740  0.0000
C8 1.5434 2.2225 5.0151  0.0000
C9 0.0645 2.0648 1.6152  0.0003
C10 0.0419 2.1690 0.4107  -0.0002
H1 1.2882 -2.3310 8.8075  0.0000
H2 1.7676 -0.7039 9.3857  0.0000
H3 2.7898 -1.5924 8.2453  0.0000
H4 -1.1956 0.3453 5.6883  0.0000
H5 -1.6013 0.7926 3.2965  0.0000
H6 2.0066 3.0870 3.1072  0.0000
H7 2.4198 2.6253 5.5060  0.0000
C11 -4.7562 -3.0438 -4.5648  -0.0008
C12 -3.9355 -3.1822 -3.3275  0.1595
C13 -4.2448 -4.0509 -2.3199  -0.0389
C14 -3.4595 -4.1000 -1.1543  0.2649
Cl1 -3.8513 -5.1867 0.0665  0.1048
C15 -2.3382 -3.2394 -0.9723  0.0471
C16 -1.9791 -2.3903 -1.9655  0.0339
C17 -2.7514 -2.3668 -3.1680  0.2182
O2 -2.4631 -1.6203 -4.1876  0.1692
C18 -1.1854 -0.9432 -4.2539  0.0086
C19 -1.2297 0.3650 -3.4536  0.0060
O3 -2.0679 1.1991 -3.8008  0.0001
O4 -0.3713 0.4522 -2.5259  0.0040
H8 -5.6505 -3.6578 -4.5030  0.0004
H9 -4.1813 -3.3366 -5.4455  0.0099
H10 -5.0471 -2.0021 -4.7107  0.0082
H11 -5.0995 -4.7074 -2.4121  -0.0004
H12 -1.7857 -3.2727 -0.0432  -0.0006
H13 -1.1385 -1.7196 -1.8399  0.0159
H14 -1.0362 -0.7081 -5.3031  -0.0009
H15 -0.3818 -1.5807 -3.8943  -0.0092
C20 3.5340 1.6379 0.2188  0.0000
Si1 3.2489 1.0890 -1.5333  -0.0001
C21 2.5498 -0.6364 -1.6253  0.0000
C22 4.8455 1.1979 -2.4892  0.0000
C23 2.1410 2.3397 -2.4258  0.0001
H16 4.4203 1.1462 0.6274  0.0000
H17 2.6884 1.3982 0.8653  0.0000
H18 3.6991 2.7177 0.2679  0.0000
H19 3.0322 -1.2765 -0.8827  0.0000
H20 2.7201 -1.0773 -2.6109  0.0000
H21 1.4758 -0.6431 -1.4297  0.0003
H22 5.6037 0.5444 -2.0482  0.0000
H23 5.2373 2.2174 -2.4773  0.0000
H24 4.7123 0.8965 -3.5309  0.0000
H25 1.9596 2.0788 -3.4712  0.0000
H26 2.5788 3.3402 -2.3963  0.0000
Cl2 -1.9732 3.9801 -4.8762  0.0000
Ge1 -2.1445 3.4429 -2.8242  0.0001
Cl3 -2.0090 5.3778 -1.8342  0.0001
Cl4 -4.0651 2.7633 -2.2133  0.0001

Cartesian forces, eV/Å:
-0.35 -0.66 -0.42
-0.08 -0.05 -0.01
0.08 0.03 -0.06
0.05 0.01 0.03
-0.01 0.06 0.04
0.01 -0.04 -0.05
-0.06 0.05 0.02
-0.08 -0.05 0.02
0.04 0.01 -0.13
0.05 -0.01 0.03
0.00 -0.05 -0.04
0.03 0.11 0.18
-0.23 0.00 0.01
-0.03 0.02 0.00
0.00 -0.01 0.01
0.01 0.04 0.02
0.02 -0.03 -0.01
0.04 -0.04 -0.02
0.01 -0.03 0.01
0.00 -0.02 -0.03
0.04 0.00 -0.01
0.06 0.17 0.04
0.03 -0.02 0.07
0.12 0.20 -0.14
-0.05 -0.10 0.14
-0.15 -0.16 0.02
-0.05 0.05 -0.22
-0.08 -0.12 0.36
0.28 -0.05 -0.34
0.10 0.22 0.12
-0.25 0.11 -0.23
0.16 0.04 0.21
0.17 0.15 0.24
0.01 -0.02 -0.01
0.00 0.00 0.01
0.00 -0.01 0.00
0.00 0.01 0.05
-0.03 -0.05 0.00
-0.02 -0.02 -0.02
-0.11 -0.03 -0.04
-0.11 -0.18 0.00
-0.08 0.02 0.17
0.25 0.18 -0.15
-0.14 -0.11 0.06
0.12 -0.11 -0.01
-0.29 0.26 -0.05
-0.01 0.01 -0.03
0.01 0.02 0.00
0.03 -0.03 0.01
0.03 0.01 -0.04
-0.02 0.02 0.02
0.06 -0.03 0.03
-0.01 0.03 -0.03
0.01 -0.03 -0.01
0.01 0.03 0.02
0.13 0.03 0.00
0.10 -0.05 -0.05
-0.02 -0.04 -0.02
0.26 0.13 0.13
-0.05 0.19 0.06
0.01 -0.06 0.02

***

Entry 4:
Density functional theory data (ωB97M-V/def2-TZVPD) for C23H26CoN5O6 as an isolated structure.

* charge: 0
* E: -3000.11492 Ha
* lowest unoccupied orbital energy: 0.34 eV
* energy above the lowest of the compared OMol25 structures with the same formula, charge and spin: 0.00 kcal/mol

Last column: Löwdin charge in e.
Positions of all 61 atoms, in Å:
Co1 -0.1345 0.3659 0.3972  0.5540
C1 -0.0405 3.0330 -0.8535  -0.0434
N1 -0.1206 1.6039 -1.2490  -0.1972
C2 1.0065 1.3378 -2.1773  -0.0262
C3 -1.3887 1.3202 -1.9411  -0.1838
C4 -1.8597 2.1430 -2.9480  -0.0340
C5 -3.0807 1.8811 -3.5496  -0.0935
C6 -3.8216 0.7959 -3.1018  -0.0860
C7 -3.3495 -0.0385 -2.1027  -0.0125
C8 -2.0896 0.1820 -1.5205  -0.1917
N2 -1.5014 -0.5237 -0.4972  0.0144
C9 -2.0087 -1.6316 0.1350  -0.1841
C10 -2.8939 -2.5802 -0.3982  -0.0174
C11 -3.4023 -3.5947 0.3964  -0.0850
C12 -3.0390 -3.7169 1.7275  -0.0919
C13 -2.0864 -2.8464 2.2422  -0.0330
C14 -1.5615 -1.8459 1.4476  -0.1779
N3 -0.4258 -1.0254 1.8916  -0.1958
C15 -0.6526 -0.4407 3.2318  -0.0468
C16 0.7609 -1.9239 2.0032  -0.0263
H1 0.1020 3.6652 -1.7311  0.0905
H2 0.8071 3.1754 -0.1879  0.0839
H3 -0.9540 3.3336 -0.3505  0.0965
H4 0.9076 1.9905 -3.0478  0.0984
H5 0.9930 0.2989 -2.4865  0.1052
H6 1.9507 1.5543 -1.6803  0.0941
H7 -1.2814 3.0033 -3.2611  0.1094
H8 -3.4506 2.5202 -4.3381  0.0981
H9 -4.7949 0.5973 -3.5314  0.1035
H10 -3.9759 -0.8421 -1.7488  0.0889
H11 -3.1652 -2.5321 -1.4429  0.1009
H12 -4.0911 -4.3072 -0.0388  0.1047
H13 -3.4598 -4.4951 2.3475  0.0988
H14 -1.7439 -2.9668 3.2625  0.1099
H15 -0.6160 -1.2173 3.9982  0.0915
H16 -1.6227 0.0469 3.2656  0.0991
H17 0.1246 0.2905 3.4407  0.0854
H18 0.5581 -2.6817 2.7620  0.0963
H19 1.6300 -1.3417 2.3077  0.0943
H20 0.9549 -2.4013 1.0504  0.1024
O1 5.6367 0.2436 0.6707  0.1333
C17 5.1600 1.2390 1.3948  -0.5050
O2 5.8656 1.9994 2.0080  0.1044
C18 3.6760 1.3867 1.4622  -0.0316
C19 3.0315 2.3473 2.2224  0.0307
N4 1.7136 2.1792 2.0567  0.0655
N5 1.4665 1.1671 1.2289  0.0313
C20 2.6323 0.6721 0.8474  -0.1173
C21 2.5348 -0.4739 -0.1266  -0.5724
O3 3.5668 -1.0021 -0.5375  0.0670
O4 1.3370 -0.7654 -0.4441  -0.0639
H21 4.9224 -0.3173 0.2504  0.0793
H22 3.4440 3.1113 2.8592  0.1439
H23 0.8903 2.6553 2.4231  0.1385
C22 -3.5826 2.2548 1.6582  -0.0223
O5 -2.6166 1.4025 1.0216  -0.0706
C23 -1.3219 1.5572 1.3116  -0.4696
O6 -0.9543 2.3932 2.1198  -0.0076
H24 -4.3709 1.6122 2.0431  0.0940
H25 -3.9951 2.9223 0.9036  0.0957
H26 -3.1315 2.8309 2.4607  0.0833

Cartesian forces, eV/Å:
0.10 0.12 0.13
-0.03 -0.03 -0.12
-0.05 0.01 0.30
-0.02 -0.02 -0.07
0.04 0.06 -0.07
0.05 -0.02 0.09
-0.03 -0.06 0.01
0.03 0.03 0.00
0.05 -0.05 -0.01
-0.03 -0.01 0.23
0.07 -0.16 -0.29
-0.01 0.18 0.04
-0.08 0.02 -0.04
0.00 0.01 -0.09
0.07 0.06 0.10
-0.01 -0.06 -0.04
0.04 -0.01 -0.04
0.23 0.07 -0.17
-0.08 -0.01 0.03
-0.08 -0.01 0.08
0.00 0.00 -0.02
0.01 -0.01 -0.01
0.00 0.00 0.01
0.00 0.00 0.01
-0.01 -0.01 0.00
0.00 0.01 0.01
0.00 0.00 -0.01
-0.01 0.01 -0.01
-0.02 -0.01 0.00
0.01 0.10 -0.05
0.03 -0.07 0.09
-0.02 0.00 -0.01
0.01 -0.02 0.02
0.00 -0.02 0.00
-0.02 0.00 -0.02
0.00 -0.01 0.01
0.01 -0.01 0.00
0.02 0.01 0.02
-0.02 0.00 0.00
-0.03 -0.01 0.00
-0.09 -0.26 -0.11
-0.18 0.00 0.19
0.07 0.03 -0.07
0.02 -0.01 -0.09
0.09 -0.01 0.07
0.00 -0.03 0.03
-0.09 -0.10 -0.19
-0.03 -0.04 0.01
-0.19 0.08 -0.06
0.21 -0.06 0.13
0.10 0.03 0.11
0.03 0.25 -0.08
0.01 -0.01 -0.01
-0.04 0.02 0.00
-0.02 0.03 0.01
-0.17 0.03 0.10
-0.04 -0.28 -0.26
0.07 0.27 0.15
0.00 -0.01 -0.01
0.01 0.01 -0.01
0.02 -0.02 0.01